Record 1
Entry from OMol25: a structure of composition C53H57AsCsN3O8S in a non-equilibrium geometry (the ωB97M-V functional and the def2-TZVPD basis).

The total energy comes out at -148956.13012 eV. The HOMO energy (spin up / spin down) is -0.06891 / -0.06892 hartree. Its lowest unoccupied orbital energy (spin up / spin down) is 3.2 / 3.2 eV. Its frontier orbital gap (spin up / spin down) is 5.035 / 5.028 eV. Its charge is -2. The value obtained for the energy above the lowest of the compared OMol25 structures with the same formula, charge and spin is 92.4 kJ/mol.

Geometry as XYZ:
```
124
C53H57AsCsN3O8S | OMol25 | the ωB97M-V functional and the def2-TZVPD basis
Cs 1.3534 0.3214 1.2426
C -5.3523 -3.6182 -0.2495
C -4.1281 -4.5116 -0.4546
C -4.2651 -5.1897 -1.8295
C -4.1358 -5.5890 0.6411
C -2.8277 -3.7177 -0.4150
C -2.7771 -2.3651 -0.2517
C -1.5385 -1.6671 -0.1817
N -1.4205 -0.3427 -0.0435
C -2.3149 0.5722 -0.3500
C -3.4229 0.3775 -1.2349
C -4.3204 1.3661 -1.4654
C -4.1214 2.6195 -0.7994
C -3.0597 2.9420 -0.0140
C -2.0588 1.9009 0.2681
O -1.0970 2.0559 1.0191
C -2.9731 4.3943 0.4908
C -1.6902 4.7547 1.2494
C -4.1577 4.6589 1.4381
C -3.0576 5.3550 -0.7072
C -5.4953 1.2395 -2.4282
C -5.3601 2.2788 -3.5526
C -5.5549 -0.1490 -3.0683
C -6.8108 1.4660 -1.6676
C -0.2714 -2.4000 -0.1646
O 0.8081 -1.8131 0.0457
C -0.3623 -3.8300 -0.4494
C -1.5916 -4.4135 -0.5578
C 0.9234 -4.6538 -0.5325
C 1.8669 -4.0818 -1.6064
C 1.6225 -4.6249 0.8375
C 0.6554 -6.1179 -0.8978
H -6.2586 -4.2280 -0.2796
H -5.4228 -2.8660 -1.0375
H -5.3172 -3.1079 0.7149
H -5.2163 -5.7265 -1.8971
H -3.4567 -5.9007 -2.0052
H -4.2294 -4.4395 -2.6219
H -5.0740 -6.1517 0.6124
H -4.0367 -5.1290 1.6263
H -3.3124 -6.2931 0.5139
H -3.6748 -1.7902 -0.0661
H -3.4617 -0.5594 -1.7740
H -4.8572 3.3922 -0.9929
H -1.5918 4.1698 2.1567
H -1.7368 5.8127 1.5276
H -0.8000 4.5883 0.6453
H -4.1036 3.9916 2.2999
H -5.1182 4.5066 0.9405
H -4.1200 5.6899 1.8022
H -2.2148 5.1928 -1.3817
H -3.0239 6.3881 -0.3509
H -3.9797 5.2261 -1.2778
H -4.4169 2.1326 -4.0823
H -5.3664 3.2978 -3.1631
H -6.1827 2.1791 -4.2670
H -4.6458 -0.3592 -3.6346
H -6.4057 -0.2036 -3.7514
H -5.6759 -0.9223 -2.3074
H -6.8663 2.4676 -1.2386
H -6.8997 0.7477 -0.8499
H -7.6643 1.3350 -2.3390
H -1.6439 -5.4816 -0.7273
H 2.1454 -3.0578 -1.3706
H 1.3750 -4.0925 -2.5833
H 2.7741 -4.6898 -1.6704
H 1.8774 -3.6009 1.1041
H 2.5380 -5.2231 0.8063
H 0.9628 -5.0323 1.6083
H 0.1081 -6.1976 -1.8406
H 0.0933 -6.6384 -0.1178
H 1.6124 -6.6296 -1.0192
S 2.4599 2.4644 -0.6659
C 3.7109 2.6073 -1.8492
C 4.0087 3.8258 -2.4837
C 5.0019 3.9018 -3.4439
C 5.7235 2.7669 -3.7990
C 5.4473 1.5560 -3.1742
C 4.4633 1.4622 -2.1986
As 3.8708 -0.1440 -1.2389
C 5.1948 -1.3270 -2.1635
C 6.5621 -1.3391 -1.8892
C 7.4388 -2.1013 -2.6490
C 6.9604 -2.8686 -3.7037
C 5.6023 -2.8748 -3.9863
C 4.7327 -2.1120 -3.2172
C 4.9166 0.0021 0.4052
C 5.3641 1.2001 0.9444
C 6.0993 1.2104 2.1213
C 6.4021 0.0222 2.7668
C 5.9586 -1.1814 2.2372
C 5.2138 -1.1871 1.0688
H 3.4324 4.6985 -2.2031
H 5.2119 4.8523 -3.9247
H 6.4938 2.8289 -4.5595
H 6.0144 0.6793 -3.4642
H 6.9469 -0.7365 -1.0750
H 8.4991 -2.0929 -2.4230
H 7.6445 -3.4624 -4.2997
H 5.2227 -3.4765 -4.8044
H 3.6682 -2.1190 -3.4317
H 5.1112 2.1358 0.4607
H 6.4052 2.1528 2.5565
H 6.9523 0.0377 3.6996
H 6.1777 -2.1137 2.7455
H 4.8547 -2.1262 0.6570
O 4.1208 1.8817 4.6744
C 3.0584 1.6500 4.0823
O 2.8132 0.8857 3.1224
C 1.8114 2.3916 4.6533
C 1.9516 3.2207 5.7531
C 0.8307 3.8233 6.3172
C -0.4442 3.5774 5.8310
C -0.5668 2.7217 4.7548
C 0.5440 2.1595 4.1363
N -1.9043 2.3578 4.3128
O -2.0470 1.2936 3.7520
O -2.8166 3.1406 4.5453
N 0.9780 4.6887 7.4698
O 2.0904 4.8635 7.9273
O -0.0181 5.2323 7.9187
H 2.9366 3.3834 6.1665
H -1.3099 4.0223 6.2948
H 0.4283 1.5497 3.2511
```

***

Record 2
Entry from OMol25: a cluster of 3 separate species, C3H10N2OS in total in a non-equilibrium geometry (the ωB97M-V functional and the def2-TZVPD basis).

The total energy comes out at -19132.88956 eV. The HOMO energy is -0.35185 hartree. Its lowest unoccupied orbital energy is -0.5 eV. Its frontier orbital gap is 9.119 eV. Its charge is 0. The value obtained for the energy above the lowest of the compared OMol25 structures with the same formula, charge and spin is 399.4 kJ/mol.

Geometry as XYZ:
```
17
C3H10N2OS | OMol25 | the ωB97M-V functional and the def2-TZVPD basis
C 0.5334 0.4799 1.8038
C 3.4738 -4.0731 -0.9237
C -3.3001 2.3237 -2.2002
N 0.1866 1.8704 1.7295
N 2.6637 -3.2039 -0.5536
O -1.8563 1.7673 3.2279
S -1.0675 2.5598 2.3170
H 1.4569 0.4691 2.3125
H 0.5833 -0.0926 0.9334
H -0.1284 -0.2081 2.4766
H 4.4970 -3.8373 -1.3742
H 3.2463 -5.1181 -0.5753
H -2.9132 2.4882 -1.1357
H -3.0965 3.1784 -2.9168
H -2.7793 1.3297 -2.4869
H -4.3907 2.3119 -2.2707
H 2.8910 -2.2453 -0.3637
```

***

Record 3
Entry from OMol25: the molecule C5H10N2S in a non-equilibrium geometry (the ωB97M-V functional and the def2-TZVPD basis).

The total energy comes out at -19162.01827 eV. The HOMO energy is -0.29424 hartree. Its lowest unoccupied orbital energy is 0.8 eV. Its frontier orbital gap is 8.817 eV. Its charge is 0. The value obtained for the energy above the lowest of the compared OMol25 structures with the same formula, charge and spin is 85.6 kJ/mol. Its SMILES is [H]/N=C1\[C@@H](C)CSN1C.

Geometry as XYZ:
```
18
C5H10N2S | OMol25 | the ωB97M-V functional and the def2-TZVPD basis
H 0.5570 2.3575 -0.5644
N -0.3683 1.9710 -0.3656
C -0.2741 0.7098 -0.3901
C 1.0776 -0.0848 -0.4628
C 1.9211 0.1056 0.8379
C 0.6936 -1.5458 -0.6866
S -0.9213 -1.7545 0.0987
N -1.3680 -0.1526 -0.3340
C -2.5732 0.3298 0.3214
H 1.6063 0.3174 -1.2844
H 2.8473 -0.3681 0.6634
H 1.3892 -0.4209 1.6068
H 2.0437 1.1255 1.1435
H 1.3603 -2.2688 -0.2173
H 0.6427 -1.6939 -1.7625
H -2.3846 0.6650 1.3358
H -3.3462 -0.4658 0.3299
H -2.9032 1.1734 -0.2699
```

***

Record 4
Entry from OMol25: a cluster of 2 separate species, C17H36Cl4N4O4P in total in a non-equilibrium geometry (the ωB97M-V functional and the def2-TZVPD basis).

The total energy comes out at -91736.03357 eV. The HOMO energy is -0.42981 hartree. Its lowest unoccupied orbital energy is -3.6 eV. Its frontier orbital gap is 8.084 eV. Its charge is +1.

Geometry as XYZ:
```
66
C17H36Cl4N4O4P | OMol25 | the ωB97M-V functional and the def2-TZVPD basis
C -1.8992 1.0755 -2.3163
C -1.8312 1.5034 -0.8586
N -1.4210 0.4024 0.0499
C -1.3440 0.9250 1.4212
C -0.0526 0.5616 2.1582
N 1.0467 1.4452 1.7304
C 2.0064 1.0943 0.9179
N 2.8944 2.0858 0.6344
C 4.1340 1.7864 -0.1258
C 4.2181 2.7075 -1.3462
C 5.2372 2.2574 -2.3736
Cl 4.7796 4.3090 -0.7269
N 1.9888 -0.2004 0.4013
C 1.7413 -0.3015 -1.0430
C 2.5127 -1.3551 -1.8019
O 3.8902 -1.0242 -1.9513
C 2.8627 -1.1940 1.0122
Cl 3.5941 -0.4345 2.5010
C 2.1493 -2.4685 1.5271
C 0.8569 -2.8437 0.8158
Cl 3.3023 -3.8197 1.6139
P 1.0880 3.1313 2.3946
O -0.1967 3.1972 3.3711
Cl 2.6831 2.9533 3.7013
C -2.4728 -0.6003 -0.0652
C -2.1628 -1.8288 -0.8931
O -3.5334 -0.4797 0.4159
H -1.0924 0.4038 -2.5985
H -1.8250 1.9366 -2.9678
H -2.8367 0.5922 -2.5681
H -2.8203 1.8681 -0.5779
H -1.1545 2.3505 -0.7821
H -1.4187 2.0045 1.3650
H -2.1807 0.6228 2.0470
H 0.2031 -0.4819 2.1227
H -0.2365 0.7887 3.2018
H 2.4067 2.8186 0.1186
H 4.9583 2.0874 0.5087
H 4.2989 0.7462 -0.3754
H 3.2573 2.8165 -1.8421
H 5.0448 2.8027 -3.2904
H 5.1582 1.2060 -2.6110
H 6.2564 2.4676 -2.0775
H 1.9434 0.6617 -1.5136
H 0.6821 -0.4679 -1.2132
H 2.0815 -1.4047 -2.7964
H 2.4778 -2.3540 -1.3758
H 4.0973 -0.9135 -2.8852
H 3.7386 -1.4831 0.4356
H 1.8886 -2.2663 2.5551
H 0.7317 -3.9139 0.9276
H 0.8494 -2.6524 -0.2479
H -0.0256 -2.3969 1.2572
H -0.0682 2.5798 4.1162
H -1.1329 -1.8702 -1.2230
H -2.4174 -2.7222 -0.3388
H -2.7935 -1.7635 -1.7716
C -6.7985 -1.4792 0.9659
C -7.7817 -1.7550 -0.1569
O -7.6729 -3.0991 -0.6189
H -5.7786 -1.6629 0.6310
H -6.8742 -0.4460 1.3091
H -6.9853 -2.1423 1.8145
H -7.5809 -1.1070 -1.0088
H -8.8090 -1.5752 0.1760
H -7.8629 -3.6813 0.1249
```

***

What is the charge in the fourth record? +1

***

Number 2 is which compound? C3H10N2OS